The following is a DFT calculation (ωB97M-V with the def2-TZVPD basis set) of C30H29BrN4O4RuS as an isolated structure.

Last column: Mulliken spin population.
Geometry (Å):
Ru 0.59 -0.90 -0.30  1.5758
O -0.31 -2.20 3.50  0.3141
C 0.44 -1.66 4.35  0.1104
C 0.33 -2.00 5.75  0.1874
C 1.15 -1.41 6.67  -0.0587
C 2.10 -0.46 6.26  0.2811
C 2.23 -0.10 4.90  -0.0067
C 1.43 -0.68 3.95  0.1427
C 1.60 -0.34 2.49  0.0139
O 0.39 -0.60 1.77  0.0111
N 2.70 -1.09 1.94  0.0595
N 2.66 -1.12 0.55  0.5356
C 3.84 -1.49 0.00  0.0956
C 4.03 -1.58 -1.32  0.2430
Br 0.79 -1.18 -2.57  0.2945
C 4.27 -1.63 -2.60  -0.0254
C 4.68 -0.48 -3.42  0.0198
C 4.59 -0.58 -4.81  -0.0095
C 4.94 0.50 -5.61  0.0056
C 5.40 1.67 -5.03  -0.0081
C 5.51 1.77 -3.65  0.0064
C 5.15 0.70 -2.85  0.0204
H -0.08 -1.37 2.28  -0.0254
H -0.42 -2.73 6.02  0.0006
H 1.07 -1.66 7.72  0.0039
H 2.74 0.01 6.99  0.0045
H 2.97 0.63 4.62  0.0083
H 1.81 0.72 2.36  0.0196
H 2.81 -2.02 2.34  0.0237
H 4.67 -1.67 0.68  0.0261
H 4.10 -2.58 -3.11  0.0355
H 4.23 -1.50 -5.26  -0.0001
H 4.86 0.42 -6.68  -0.0002
H 5.68 2.51 -5.65  -0.0003
H 5.89 2.67 -3.20  0.0001
H 5.27 0.76 -1.77  -0.0077
S -3.21 1.35 -0.24  0.0232
C -3.65 -0.30 -0.20  -0.0101
C -2.57 -1.14 -0.22  0.0200
C -1.35 -0.43 -0.32  -0.0398
C -1.55 0.94 -0.34  0.0507
C -0.42 1.82 -0.44  0.0101
C -0.44 3.21 -0.53  0.0092
C 0.75 3.89 -0.68  0.0072
C 1.95 3.19 -0.75  -0.0025
C 1.91 1.82 -0.64  -0.0179
N 0.76 1.15 -0.48  0.0066
H -4.69 -0.56 -0.16  0.0001
H -2.67 -2.21 -0.24  -0.0005
H -1.39 3.73 -0.50  0.0014
H 0.75 4.97 -0.76  0.0002
H 2.89 3.69 -0.89  0.0006
H 2.81 1.21 -0.70  0.0132
O -1.02 -3.64 -1.36  0.0162
C -0.31 -3.76 -0.38  -0.0099
O 0.40 -2.87 0.21  0.0304
C -0.21 -5.14 0.30  -0.0040
N -1.09 -6.05 -0.54  0.0000
C -2.26 -6.50 0.32  -0.0004
C -2.30 -5.46 1.43  0.0005
C -0.83 -5.18 1.70  0.0002
H 0.82 -5.49 0.25  -0.0015
H -0.59 -6.84 -0.94  0.0000
H -1.41 -5.42 -1.30  0.0008
H -2.02 -7.49 0.70  0.0000
H -3.15 -6.56 -0.30  0.0000
H -2.83 -5.84 2.30  0.0000
H -2.82 -4.56 1.09  0.0001
H -0.39 -6.00 2.27  0.0003
H -0.65 -4.25 2.23  -0.0014

Computed properties:
E	-129174.88202	eV
LUMO (spin up / spin down)	-5.269 / -7.588	eV
total charge	+2
2S+1	5
relative energy (zero: lowest compared OMol25 entry of this formula, charge and spin)	0.00	kcal per mole